Density functional theory data (the ωB97M-V functional and the def2-TZVPD basis) for a molecular structure, C32H25N6O4ReS.

**Total charge**: +2
**Electronic energy**: -2339.8541 Eh

Each line ends with the Mulliken charge.
CARTESIAN COORDINATES (ANGSTROEM)
Re -0.30992 0.16758 1.40725  0.651
S 1.57456 1.79169 1.99350  1.790
O 0.87258 -1.62196 1.17323  -0.671
O 1.64068 1.60277 0.54726  -0.657
O -1.45155 -0.18654 -2.35815  -0.614
O 1.56451 0.47044 2.68364  -0.749
N 4.58965 6.21252 4.10937  -0.422
N -1.40232 1.74350 0.54473  -0.114
N -0.81033 3.98633 1.01815  -0.575
N -0.33110 -0.73417 -0.40672  0.384
N -0.08554 2.03989 2.27520  -0.451
N 0.91861 -2.45120 -1.06768  0.158
C -1.81100 -3.49370 -2.11070  -0.402
C -4.62462 -2.83440 4.04589  -0.373
C 3.30729 4.23551 4.49875  -0.852
C -3.80707 -1.68208 2.10822  -0.244
C 2.62304 3.16850 4.00489  -0.706
C -2.16501 2.08953 -0.50322  -0.006
C 2.51926 -1.21871 -3.02532  -0.314
C -0.66303 -0.85162 -1.75638  -0.479
C -1.58283 4.34579 -0.01686  -0.238
C -2.21375 -5.32048 -3.61263  -0.469
C 1.17442 -1.40704 -3.31650  -0.580
C 3.35926 -0.62743 -3.96152  -0.973
C 0.66633 -0.97479 -4.53987  -0.027
C 1.50626 -0.38331 -5.46725  -0.941
C -1.05780 -5.00189 -4.30556  -0.955
C 0.21532 -2.02061 -2.30197  2.876
C -2.28498 3.43232 -0.79566  -0.808
C 2.85599 -0.21381 -5.18301  -0.446
C -4.81681 -2.36925 2.74745  -0.821
C -0.65359 -3.16103 -2.81243  0.044
C -2.40741 -1.92533 4.10201  -0.412
C 3.86865 4.94082 2.21960  -0.753
C -1.56741 -0.72431 2.17589  0.519
C -0.27574 -3.92454 -3.90763  -0.237
C 3.18649 3.87510 1.71517  -0.588
C -2.60023 -1.45340 2.79125  1.095
C -2.58969 -4.56570 -2.50821  -0.897
C 0.56531 -1.68391 -0.06625  -0.412
C 3.93661 5.15666 3.61989  1.174
C -3.42651 -2.62030 4.71996  -0.756
C -0.78199 2.70707 1.24598  0.617
C 2.56301 2.97440 2.60555  0.014
H 1.48655 -3.28211 -0.99469  0.285
H 4.65382 6.37361 5.10002  0.215
H 4.37035 5.62753 1.55098  0.331
H -1.63564 5.40728 -0.22455  0.450
H -0.75774 -5.59095 -5.16144  0.433
H 3.13976 3.70325 0.64846  0.503
H 1.10737 -0.06009 -6.41927  0.424
H -5.75473 -2.54872 2.24093  0.433
H -2.62873 1.30116 -1.07670  0.637
H -3.49047 -4.81292 -1.96279  0.437
H -3.93321 -1.31932 1.09639  0.501
H -3.29494 -2.99331 5.72581  0.429
H -2.89496 3.75783 -1.62473  0.424
H 5.04912 6.86980 3.50253  0.215
H 2.93185 -1.53764 -2.07731  0.441
H -0.38534 -1.09693 -4.76395  0.529
H -1.46692 -1.74678 4.60575  0.480
H 3.37962 4.38663 5.56750  0.325
H -2.82282 -6.15609 -3.92954  0.420
H -5.42225 -3.37428 4.53885  0.425
H -2.11566 -2.91050 -1.24638  0.452
H 3.51152 0.23674 -5.91586  0.441
H 0.62783 -3.68918 -4.45355  0.474
H 4.40834 -0.49782 -3.73229  0.452
H 2.14965 2.46394 4.67650  0.468



Density functional theory data (the ωB97M-V functional and the def2-TZVPD basis) for a molecular structure, C32H26AuF6N2O3.

**Total charge**: -1
**⟨S²⟩**: 2.0344
**ΔE to the lowest compared entry with this formula, charge and spin**: 49.9 kcal/mol
**Electronic energy**: -2305.1335 Eh
**Multiplicity**: 3

Each line ends with the Mulliken charge.
CARTESIAN COORDINATES (ANGSTROEM)
Au -0.14162 -0.11135 0.00587  2.285
F -1.98433 0.98092 3.72131  -0.160
F -2.09104 3.02856 3.04593  -0.296
F -3.20043 -0.84603 2.27158  -0.272
F -4.83275 0.28961 1.41889  -0.350
F -3.91773 1.92268 3.44626  -0.315
F -3.30139 -0.53608 0.13451  -0.165
O -1.39722 1.29551 0.99535  -0.492
O -3.23807 -6.97688 -0.63382  -0.527
O -2.57879 -7.61777 1.36699  -0.610
N 1.17541 0.77563 2.01741  -0.030
N -0.34419 -1.60452 1.51112  0.062
C -0.20435 1.76765 -3.85269  -0.358
C 0.84721 -1.34029 -1.14163  -1.427
C -3.45548 2.47158 0.65415  -1.764
C 1.34760 1.97357 -1.22163  -0.023
C -0.87246 -3.88949 2.25124  -0.802
C 1.04103 4.29627 -2.18637  0.048
C 1.58794 5.45013 -2.72196  -0.665
C -2.42553 1.65215 -4.77170  -0.570
C 0.23049 1.25653 -1.42620  -0.959
C 1.85253 3.21193 -1.84499  -0.279
C -1.43767 -5.11147 1.97898  -1.213
C 2.95792 5.55687 -2.92301  -0.413
C 1.62870 1.49788 4.66945  -0.212
C 1.66812 1.96379 2.33248  0.058
C -2.67300 1.38450 1.42539  1.188
C -2.08532 -5.37473 0.76711  1.045
C 3.23256 3.34587 -2.02377  -0.360
C -0.67436 1.40667 -2.58340  0.262
C -2.03370 1.10895 -2.46322  0.066
C -2.89961 1.23319 -3.53770  -0.748
C -1.06981 1.90874 -4.92447  -0.676
C -2.14422 -4.32942 -0.16660  -1.151
C 1.90505 2.39090 3.62926  -1.013
C -3.49626 0.06237 1.32837  0.296
C 0.13294 -1.26317 2.72439  -0.307
C 3.77938 4.49690 -2.56863  -0.563
C 1.09143 0.27357 4.37089  -1.156
C -0.91691 -2.83251 1.31006  1.237
C -2.66459 1.81391 2.92306  0.382
C -2.63126 -6.72503 0.55915  0.632
C 0.81855 -0.06432 3.02187  0.265
C -1.58247 -3.10479 0.09580  -0.149
H -2.76599 3.29944 0.50441  0.423
H -0.07465 -1.90577 3.57175  0.143
H -0.67749 2.22222 -5.88477  0.399
H -3.09965 1.76495 -5.61208  0.375
H 2.01124 1.60178 -0.44773  0.574
H 0.93947 6.27850 -2.98169  0.379
H -4.34073 2.81009 1.19014  0.377
H 0.83544 -0.43532 5.14880  0.356
H 2.29471 3.38100 3.82039  0.408
H -1.38116 -5.91416 2.70219  0.410
H 3.38001 6.45857 -3.34902  0.371
H -2.39925 0.77801 -1.50239  0.361
H 1.82724 1.77679 5.69727  0.400
H 1.89745 2.62257 1.50101  0.334
H -1.64072 -2.31939 -0.64435  0.071
H 3.87886 2.52450 -1.73565  0.408
H -3.94874 0.99098 -3.41679  0.443
H 0.85302 1.92630 -4.00610  0.470
H -3.74867 2.08406 -0.32133  0.336
H -2.63270 -4.45023 -1.12876  0.136
H -0.02748 4.22841 -2.02696  0.447
H -0.36774 -3.76066 3.19731  0.300
H 1.27926 -2.23390 -0.70236  0.346
H 1.12968 -1.14128 -2.16783  0.289
H 4.85082 4.57098 -2.71201  0.368
H -3.21220 -6.19083 -1.18751  0.275



Density functional theory data (the ωB97M-V functional and the def2-TZVPD basis) for a molecular structure, C32H26CaIN2OS6Sb.

**Total charge**: -2
**ΔE to the lowest compared entry with this formula, charge and spin**: 26.9 kcal/mol
**Electronic energy**: -5024.6192 Eh

Each line ends with the Mulliken charge.
CARTESIAN COORDINATES (ANGSTROEM)
I -5.27639 -5.43093 2.73969  0.067
Sb -2.28146 -1.36861 -2.42776  1.042
Ca -1.42556 -0.84649 1.15225  1.160
S -4.33776 -1.99996 -3.18429  -0.803
S -0.09265 2.46376 4.35543  -0.334
S -2.43110 0.70141 -1.25413  -0.697
S -1.38166 -2.88276 -0.89015  -0.705
S 2.12791 -0.05953 -0.20879  -0.177
S -0.70731 -1.33715 -4.11862  -0.701
O 1.04151 -0.36250 0.78493  -0.407
N -3.87009 -1.58283 1.61620  -0.153
N -1.44014 1.19597 2.56594  -0.379
C 3.69152 1.82351 -2.22093  -0.626
C -1.20888 -2.64558 4.32295  -0.658
C 1.29589 0.96828 -1.55525  0.116
C 5.13046 -1.19224 -4.42148  -0.725
C -0.72686 -1.54930 6.40868  -0.676
C 3.37894 -1.49499 -2.14051  0.127
C 2.74690 2.46512 -4.74475  -0.375
C -0.76869 -0.31997 4.37781  1.556
C -1.51280 2.57422 2.25792  -0.393
C -1.04972 -1.44672 3.65270  -0.261
C 2.25019 -1.54616 -1.06208  -0.360
C -5.99668 -3.22400 0.82578  -0.210
C 3.76602 -1.29410 -4.58089  -0.308
C 2.94020 -1.51062 -3.47957  -0.215
C -2.23290 4.38219 1.03623  -0.357
C -4.01949 -2.80514 2.10758  0.553
C 1.85994 1.99855 -3.76986  -0.275
C -0.88309 4.80392 2.93998  -0.263
C 4.53218 2.22556 -3.23752  -0.431
C -0.60963 -0.31955 5.75196  -0.900
C 4.07237 2.51161 -4.51791  -0.412
C 4.73996 -1.32339 -1.97237  -0.375
C -4.80218 -1.12655 0.77695  -0.325
C -2.26377 3.03457 1.20857  -0.621
C -5.82777 -1.97270 0.35099  -0.612
C -1.06591 -2.68381 5.68523  -0.445
C 2.29993 1.62875 -2.50056  0.042
C -0.82457 1.01856 3.68142  0.392
C -5.11865 -3.62207 1.81082  -0.166
C 5.57379 -1.15811 -3.07546  -0.270
C -0.87125 3.42726 3.13245  0.725
C -1.59985 5.32008 1.88637  -0.715
H 5.07373 -1.35525 -0.93224  0.373
H -4.58164 -0.21072 0.20600  0.451
H 0.86492 1.79351 -4.07068  0.442
H 1.30403 -1.62280 -1.58419  -0.165
H 2.37608 -2.32763 -0.35317  0.618
H -2.80653 2.39408 0.50143  0.213
H 6.64001 -0.97455 -2.90245  0.327
H -0.30345 5.50681 3.52764  0.350
H 0.68086 0.30198 -2.16112  -0.436
H -6.42122 -1.54204 -0.47362  0.289
H 4.79935 2.65525 -5.30577  0.361
H -1.58834 6.36259 1.53182  0.324
H 3.25507 -1.16653 -5.54320  0.397
H 5.61871 2.32732 -2.95778  0.253
H 0.77662 1.69929 -0.93735  0.647
H -2.69595 4.73329 0.09348  0.347
H 1.86846 -1.76666 -3.70082  0.098
H -1.35269 -3.63234 3.81952  0.376
H -0.58578 0.60909 6.29599  0.320
H 4.06782 1.65952 -1.26092  0.533
H -6.83910 -3.89142 0.56199  0.308
H 5.77598 -0.99080 -5.22424  0.476
H -0.67737 -1.63128 7.52409  0.247
H 2.37556 2.42673 -5.74046  0.369
H -3.27478 -3.09885 2.91315  -0.286
H -1.17125 -3.69616 6.10695  0.313